Below is a structure of composition C2H2Cl2OS in a non-equilibrium geometry, with properties calculated with ωB97M-V/def2-TZVPD.

The geometry in XYZ format:
```
8
Properties=species:S:1:pos:R:3
C -0.2563 -0.3009 0.6408
C 2.4616 0.0464 -0.2412
O -0.6880 0.3466 -0.3212
S 1.9403 0.9012 -1.5447
Cl 3.0821 0.8289 1.1571
Cl 2.8453 -1.5757 -0.3743
H -0.8242 -0.8112 1.4049
H 0.1568 0.5882 -1.2281
```

Results
energy	-40029.21898	eV
net charge	0
energy above the lowest of the compared OMol25 structures with the same formula, charge and spin	104.9	kcal/mol

---

Below is a structure of composition C6H21CsN4O5 in a non-equilibrium geometry, with properties calculated with ωB97M-V/def2-TZVPD.

The geometry in XYZ format:
```
37
Properties=species:S:1:pos:R:3
Cs -2.5625 -2.8487 -0.7877
O -1.7092 0.1842 -0.8408
H -2.6528 -0.0689 -0.8358
C -1.6303 -0.7641 3.1293
O -2.0086 -0.6256 4.2804
N -2.4059 -0.6856 2.0682
N -0.3641 -0.7190 2.8811
H -3.3759 -0.9059 2.2430
H -1.9487 -0.2205 1.2970
H -0.0402 -1.1529 2.0286
H 0.2423 -0.6630 3.6869
C 0.2780 0.1789 -3.7125
O 0.9570 0.1380 -4.7306
N -0.9082 -0.4086 -3.4607
N 0.5358 1.0252 -2.7754
H -1.2930 -1.1371 -4.0449
H -1.2257 -0.3117 -2.5068
H 1.3141 1.6428 -2.9569
H -0.1537 1.0502 -2.0378
C 2.4933 -1.8893 0.3369
C 1.3390 -1.3382 -0.4498
O 0.1113 -1.4098 0.2607
H 2.0771 -2.4933 1.1432
H 2.9320 -1.0371 0.8559
H 3.2088 -2.4231 -0.2887
H 1.3066 -1.8611 -1.4056
H 1.6643 -0.3464 -0.7636
H -0.5208 -0.8151 -0.1497
C 1.1519 1.9097 1.3123
C 0.2877 2.7583 0.5031
O -1.0544 2.2046 0.5021
H 2.0977 2.3990 1.5452
H 1.4670 0.9525 0.8969
H 0.6979 1.7818 2.2949
H 0.6257 2.8023 -0.5322
H 0.1597 3.7257 0.9886
H -1.0931 1.3724 0.0251
```

Results
energy	-23308.81546	eV
net charge	0
energy above the lowest of the compared OMol25 structures with the same formula, charge and spin	28.9	kcal/mol